This record from the Open Molecules 2025 dataset describes a molecular structure, C9H24FO9S3Tl at a distorted geometry. The level of theory is the ωB97M-V functional and the def2-TZVPD basis.

Last column: natural (NBO) charge in e.
Positions of all 47 atoms, in Å:
1 Tl -2.40101 0.02859 -1.67789  0.985
2 F -0.77789 0.75280 0.63552  -0.423
3 O -1.17414 -3.94486 1.57166  -0.771
4 S -2.07006 -2.79872 1.46758  2.315
5 O -2.43001 -2.21630 0.20027  -0.904
6 O -3.49644 -3.14821 2.27363  -0.552
7 C -4.50613 -3.85936 1.57509  -0.098
8 C -5.46866 -4.34916 2.61176  -0.644
9 C -1.53793 -1.51282 2.58867  -0.882
10 H -4.10741 -4.73135 1.04148  0.253
11 H -4.81528 -3.22707 0.73721  0.243
12 H -5.84141 -5.35209 2.40233  0.262
13 H -6.30160 -3.67762 2.81855  0.252
14 H -4.88496 -4.48642 3.52241  0.246
15 H -0.58127 -1.09624 2.26985  0.274
16 H -1.52857 -1.87630 3.61350  0.286
17 H -2.10316 -0.60813 2.36074  0.281
18 O -0.49714 5.08361 -2.48215  -0.832
19 S -0.16897 3.74910 -2.03442  2.330
20 O -1.11651 2.65758 -1.91035  -0.924
21 O 1.16275 3.24445 -2.82721  -0.690
22 C 2.02246 4.26517 -3.34873  -0.092
23 C 3.20745 3.52629 -4.01432  -0.632
24 C 0.73474 3.87361 -0.41689  -0.803
25 H 2.45433 4.89290 -2.56477  0.196
26 H 1.56486 5.02188 -3.98699  0.233
27 H 2.88657 2.60548 -4.49945  0.222
28 H 3.88638 3.31464 -3.18635  0.209
29 H 3.82820 4.08278 -4.71532  0.260
30 H 1.01388 2.85330 -0.15513  0.229
31 H 0.06909 4.20809 0.37738  0.269
32 H 1.61827 4.48528 -0.58476  0.255
33 O 2.19039 -2.64717 -1.76653  -0.731
34 S 1.72571 -1.46961 -1.00917  2.255
35 O 0.29471 -1.36183 -0.70507  -0.802
36 O 2.57598 -1.51749 0.42404  -0.591
37 C 2.24009 -0.62425 1.49090  -0.091
38 C 2.07707 -1.32439 2.83808  -0.642
39 C 2.41406 0.10853 -1.71305  -0.839
40 H 1.31476 -0.07408 1.27553  0.256
41 H 2.97743 0.18373 1.49762  0.246
42 H 1.66432 -0.54209 3.47664  0.244
43 H 3.04499 -1.60398 3.25772  0.274
44 H 1.49190 -2.24276 2.80648  0.248
45 H 3.44057 0.27697 -1.39786  0.284
46 H 1.75023 0.90452 -1.36748  0.255
47 H 2.15736 0.17299 -2.77076  0.285

Properties
Calculated total energy ... -68039.38781 eV
HOMO energy ... -16.38 eV
Charge ... +2
Frontier orbital gap ... 2.291 eV
Spin multiplicity ... 1